1.
19
Properties=species:S:1:pos:R:3:forces:R:3 method="wB97M-V/def2-TZVPD" e_lumo_ev=0.6 energy_ha=-310.87713 homo_lumo_gap_ev=7.7
H 1.668501 -1.145146 -1.463545 -0.042 0.001 0.147
C 1.481931 -1.280339 -0.390216 -0.041 -0.032 -0.035
C -1.682572 -0.780042 -0.022920 -0.729 0.142 1.196
C 1.608125 1.210018 0.023508 0.002 0.052 -0.012
H 1.842471 1.380381 -1.036196 -0.046 -0.041 0.133
H 2.557556 1.140227 0.566654 -0.148 -0.011 -0.077
H -0.535082 0.326767 -1.515428 -0.082 -0.307 0.169
H 0.890225 -2.196960 -0.269720 0.069 0.123 -0.011
O -2.403421 0.235873 1.081166 0.535 -0.873 -0.790
H -2.262438 1.573250 -0.501342 0.197 0.015 -0.002
C -1.472218 1.283496 0.206760 0.437 1.212 -0.214
C 0.770857 -0.054924 0.191235 -0.108 0.035 0.047
H -1.476632 -1.651021 0.591819 0.144 -0.253 -0.189
H 2.452486 -1.446482 0.093774 -0.191 0.054 -0.066
H 0.615438 -0.220101 1.269349 0.024 0.035 -0.097
H -2.002030 0.326643 1.971618 -0.050 -0.561 -0.832
H 1.043139 2.070617 0.394200 0.116 -0.098 -0.049
C -0.618833 0.159288 -0.431728 -0.196 0.445 0.224
H -2.477502 -0.931554 -0.758986 0.110 0.063 0.460

2.
19
Properties=species:S:1:pos:R:3:forces:R:3 method="wB97M-V/def2-TZVPD" e_lumo_ev=1.0 energy_ha=-311.01964 smiles=CC1(C)OC1(C)C homo_lumo_gap_ev=10.9
O -0.462883 -0.152446 1.378734 -0.109 -0.083 0.205
C -0.441168 -1.897874 -0.326684 -0.051 0.003 -0.058
H -1.382568 0.504934 -1.721777 -0.047 0.031 0.282
H -0.087256 2.814619 -0.000784 0.133 -0.279 0.092
C -1.620966 0.800584 -0.689112 -0.161 0.149 0.082
H 2.064119 -1.671155 0.893831 -0.110 0.031 -0.003
H -2.458222 0.193182 -0.337533 0.162 0.017 -0.035
H 2.120555 -0.956731 -0.717906 -0.060 0.054 0.184
H -0.054464 -2.798643 0.165280 -0.037 0.150 -0.069
H 2.240566 0.077733 0.718813 -0.097 -0.112 -0.012
C 1.750235 -0.804798 0.305136 0.095 0.003 0.118
C 0.245736 -0.675703 0.255536 0.209 -0.138 -0.176
H 0.402504 2.091233 1.551950 0.019 0.057 -0.255
H 1.430913 1.900614 0.127826 -0.257 0.009 -0.013
C 0.388251 1.941217 0.465347 0.100 0.075 -0.074
H -1.515489 -1.853919 -0.138720 0.151 -0.010 -0.080
H -1.953285 1.839836 -0.725180 -0.053 -0.073 0.062
H -0.273660 -2.010160 -1.403148 0.043 0.079 0.108
C -0.392918 0.657477 0.198393 0.069 0.035 -0.356

3.
19
Properties=species:S:1:pos:R:3:forces:R:3 method="wB97M-V/def2-TZVPD" e_lumo_ev="-1.0 / -1.0" energy_ha=-310.83856 homo_lumo_gap_ev="7.0 / 6.9"
H -0.019321 -1.735751 -1.474463 -0.006 0.080 0.148
H 1.026622 -2.908789 0.775809 -0.058 0.207 -0.090
C -0.928142 0.017847 1.537535 -0.148 -0.079 0.124
H 1.396708 -1.162764 1.270476 -0.032 -0.022 -0.029
O 0.046563 0.874486 1.375938 0.041 -0.041 0.048
C 0.954222 1.062065 -0.976192 0.026 0.032 -0.141
H 1.513403 0.728072 -1.857919 -0.165 -0.116 0.194
C -0.220312 1.949176 -1.278824 -0.079 -0.133 0.081
H 1.596938 1.385382 -0.164611 -0.158 -0.101 -0.072
H -1.524728 -2.067595 0.781803 0.068 0.221 -0.148
H 0.504559 -0.098384 -0.600872 0.036 0.216 -0.025
C -0.680344 -1.386564 0.708252 -0.074 0.035 -0.051
C 0.105774 -1.321750 -0.481476 -0.026 -0.078 -0.027
H -1.072445 -0.358724 2.573672 0.041 0.019 -0.145
C 0.749887 -1.857056 0.732807 0.242 -0.012 0.101
H 0.111250 2.869534 -1.782688 0.092 -0.227 0.120
H -0.709263 2.211317 -0.340128 0.018 0.000 -0.140
H -0.928053 1.454250 -1.950384 0.049 0.073 0.057
H -1.923317 0.345247 1.151265 0.134 -0.074 -0.006